Molecular formula: C5H9FO2
Method: DFT, wB97M-V/def2-TZVPD

As for the total energy: -446.2157 Ha. For the HOMO energy, the calculation gives -0.3464 hartree. Its largest force on an atom is 4.6 eV Å⁻¹. Its gap between HOMO and LUMO is 10.10 eV. The value obtained for the energy above the lowest of the compared OMol25 structures with the same formula, charge and spin is 1.280 eV.

XYZ file:
```
17
Properties=species:S:1:pos:R:3:forces:R:3:nbo_charge:R:1
C -0.75612 2.03292 -0.16818 1.179 1.040 -0.542 0.80
C -2.08347 1.64400 -0.86285 2.194 3.063 1.165 -0.72
C 0.89862 -1.14408 -0.39704 -1.743 -0.069 0.132 -0.68
C 1.26215 -0.65766 2.00738 -3.862 -2.138 -1.419 -0.48
C 1.65559 -0.62421 0.76382 0.065 -1.009 0.584 0.41
O 0.14916 2.45277 -1.09471 1.961 0.249 -0.344 -0.73
O -0.48745 2.05493 1.00227 -0.701 -0.466 -0.150 -0.59
F 2.83801 -0.03390 0.50184 0.120 0.270 -0.796 -0.34
H -2.73462 2.02930 -0.09545 -1.129 0.217 -0.483 0.24
H -2.10053 2.05187 -1.88959 -0.402 -0.395 0.790 0.25
H -2.04933 0.63188 -0.75192 -0.455 -3.041 -0.372 0.23
H 1.49575 -1.71914 -1.09770 -0.075 -0.407 0.116 0.23
H -0.14642 -1.63815 -0.10052 2.646 0.892 -0.550 0.23
H 0.65727 -0.22103 -0.91273 -0.366 0.131 -0.611 0.22
H 1.10187 2.66640 -0.76887 -2.659 -0.638 -0.046 0.51
H 1.62083 -0.03528 2.70845 1.626 1.658 2.555 0.21
H 0.24046 -1.12851 2.17759 1.600 0.642 -0.030 0.20
```
Forces are in eV/Å.



Molecular formula: C5H9FO2
Method: DFT, wB97M-V/def2-TZVPD

As for the total energy: -446.1745 Ha. For the HOMO energy, the calculation gives -0.3408 hartree. Its largest force on an atom is 7.4 eV Å⁻¹. Its gap between HOMO and LUMO is 10.20 eV. The value obtained for the energy above the lowest of the compared OMol25 structures with the same formula, charge and spin is 2.400 eV.

XYZ file:
```
17
Properties=species:S:1:pos:R:3:forces:R:3:nbo_charge:R:1
C 0.03632 1.29994 0.82240 0.153 1.972 -0.844 -0.09
C 0.70818 0.79100 -0.58822 2.138 1.552 3.944 0.10
C -1.67102 0.08492 -0.05826 0.957 -1.371 -2.046 0.90
C 1.99909 -0.02421 -0.41789 -0.415 0.130 3.603 -0.63
C -2.35007 -1.30768 -0.06694 2.003 1.419 3.078 -0.67
O -1.09228 0.49628 1.02649 0.216 -1.525 0.894 -0.51
O -0.17313 0.08754 -1.19321 -6.701 -3.134 -0.452 -0.61
F -2.47690 1.01249 -0.57453 -0.053 0.323 -0.642 -0.33
H 0.69084 1.15752 1.68486 -0.105 0.286 -0.114 0.20
H -0.42156 2.35828 0.76678 1.465 -1.246 -0.060 0.18
H 0.87969 1.65573 -1.12573 0.773 2.378 -1.115 0.15
H 1.93479 -0.74447 -1.16489 -0.171 -1.871 -0.852 0.22
H 2.01713 -0.42894 0.68291 0.012 0.071 -2.186 0.19
H 2.96650 0.39871 -0.56460 0.506 1.205 -0.023 0.21
H -2.66343 -1.52241 -1.01390 -0.922 -0.542 -2.478 0.23
H -3.18445 -1.33694 0.66872 0.530 0.224 -0.556 0.23
H -1.57192 -2.01720 0.25076 -0.385 0.129 -0.152 0.24
```
Forces are in eV/Å.



Molecular formula: C5H9FOS
Method: DFT, wB97M-V/def2-TZVPD

As for the total energy: -769.1266 Ha. For the HOMO energy, the calculation gives -0.3274 hartree. Its largest force on an atom is 5.3 eV Å⁻¹. Its gap between HOMO and LUMO is 9.80 eV. The value obtained for the energy above the lowest of the compared OMol25 structures with the same formula, charge and spin is 1.352 eV.

XYZ file:
```
17
Properties=species:S:1:pos:R:3:forces:R:3:nbo_charge:R:1
C 0.59809 0.93747 -1.54792 2.252 1.158 -4.616 -0.64
C -0.24875 0.78680 -0.41577 -0.358 0.086 2.834 0.04
C 1.25496 0.11867 1.34600 -0.064 -0.786 2.293 -0.15
C -1.37583 -1.25175 1.01744 1.949 0.395 -2.544 -0.51
C -0.80833 -0.62872 -0.42404 0.915 -0.493 2.596 0.20
H 1.42254 0.29428 -1.37289 1.020 -1.049 -0.257 0.20
H 0.10871 0.61817 -2.53677 0.598 0.396 1.508 0.24
H 1.15415 1.91240 -1.77695 -1.442 -0.819 0.770 0.23
H -1.00350 1.51198 -0.45203 -1.490 0.906 0.382 0.20
H 2.09720 -0.23666 0.75308 -0.527 -0.815 -0.653 0.18
H 1.79775 0.49523 2.24397 -0.639 0.221 -0.516 0.21
H -1.95723 -2.21661 0.80970 1.519 1.034 0.604 0.24
H -2.04079 -0.53977 1.39898 -1.181 0.930 0.540 0.20
H 0.13016 -1.16280 -0.68176 -1.076 -0.890 -0.303 0.16
O 0.49535 1.09624 0.79392 -0.606 0.904 -0.448 -0.52
F -1.73452 -0.58887 -1.42857 -0.471 -0.900 -0.120 -0.35
S 0.11002 -1.14607 2.27359 -0.398 -0.278 -2.068 0.07
```
Forces are in eV/Å.



Molecular formula: C5H9FeO5
Method: DFT, wB97M-V/def2-TZVPD

As for the total energy: -1835.7379 Ha. For the HOMO energy (spin up / spin down), the calculation gives -0.2833 / -0.3844 hartree. As for the expectation value of S²: 8.76. Its largest force on an atom is 2.4 eV Å⁻¹. Its gap between HOMO and LUMO (spin up / spin down) is 7.92 / 9.09 eV. Its spin multiplicity is 6. The value obtained for the energy above the lowest of the compared OMol25 structures with the same formula, charge and spin is 0.000 eV.

XYZ file:
```
20
Properties=species:S:1:pos:R:3:forces:R:3:mulliken_spin:R:1
C -3.15832 -2.29763 1.60998 -0.209 -0.054 -0.003 0.01
C -1.84743 -1.52682 1.61368 0.104 0.176 0.416 -0.01
O -1.22040 -1.50268 0.35995 -0.238 -0.153 -0.213 -0.04
Fe -1.56359 -2.48750 -1.14985 0.072 0.115 0.157 5.03
H -3.62887 -2.27242 2.60344 0.110 -0.043 -0.251 0.00
H -3.86784 -1.85898 0.89060 0.195 -0.109 0.183 0.00
H -2.98996 -3.35251 1.34237 -0.048 0.222 0.066 0.00
H -1.16892 -1.97571 2.36344 -0.123 0.088 -0.227 0.00
H -2.04140 -0.49297 1.95669 0.059 -0.222 -0.168 0.00
C 1.06406 0.53497 0.43798 0.211 1.709 -0.282 0.00
C 0.81285 0.25892 -1.05218 0.050 -0.186 0.132 0.03
O 1.80707 1.01675 -1.74073 -0.371 -0.569 -0.441 0.00
C 2.42096 1.86301 -0.90802 0.782 1.329 -0.600 0.00
O 2.02097 1.68138 0.34286 -0.786 -0.785 0.866 0.00
O 3.19106 2.71222 -1.27285 -0.461 -0.804 0.365 0.00
O 1.65131 -0.50521 1.07382 -0.073 -0.623 2.335 0.00
H 0.20829 0.96074 0.97941 0.170 -0.315 -0.241 0.00
H -0.17859 0.59145 -1.38049 0.208 -0.075 0.165 -0.01
H 0.95318 -0.80355 -1.27815 0.005 0.237 0.087 -0.03
H 1.50117 -0.46163 2.07760 0.342 0.062 -2.348 0.00
```
Forces are in eV/Å.



Molecular formula: C5H9I
Method: DFT, wB97M-V/def2-TZVPD

As for the total energy: -493.4156 Ha. For the HOMO energy (spin up / spin down), the calculation gives -0.2708 / -0.2708 hartree. Its largest force on an atom is 3.3 eV Å⁻¹. Its gap between HOMO and LUMO (spin up / spin down) is 7.42 / 7.42 eV. The value obtained for the energy above the lowest of the compared OMol25 structures with the same formula, charge and spin is 4.670 eV.

XYZ file:
```
15
Properties=species:S:1:pos:R:3:forces:R:3:nbo_charge:R:1
C -1.08574 -1.26755 -0.30262 0.754 1.249 0.650 -0.51
C 0.10740 -0.43877 -0.65309 0.772 0.465 -0.668 -0.25
C 2.62400 0.44756 -0.59270 -3.196 -0.504 0.550 -0.63
C -2.51546 0.96300 1.50124 1.875 0.635 -1.316 -0.94
C 1.29229 -0.26890 -0.05136 0.540 0.985 -1.246 -0.14
I -2.73516 0.33227 -0.47062 0.594 -0.894 0.912 0.64
H -1.20271 -2.17554 -0.87930 -0.437 0.203 -0.617 0.22
H -1.04947 -1.53032 0.74315 -0.543 0.080 0.491 0.23
H -0.07676 0.16142 -1.53170 0.364 -0.101 -0.621 0.18
H 2.75635 1.47629 -0.29641 -0.186 0.293 0.517 0.22
H 3.36539 -0.15609 -0.15037 1.336 -0.485 0.077 0.21
H 2.63884 0.45557 -1.66232 0.168 -0.333 -0.655 0.21
H -2.16350 2.01370 1.54216 -0.429 -0.745 -0.210 0.20
H -3.42800 0.71981 1.92798 -1.666 -0.130 0.993 0.17
H 1.47254 -0.73245 0.87595 0.055 -0.719 1.144 0.18
```
Forces are in eV/Å.



Molecular formula: C5H9I4N
Method: DFT, wB97M-V/def2-TZVPD

As for the total energy: -1441.3919 Ha. For the HOMO energy, the calculation gives -0.3217 hartree. Its largest force on an atom is 3.0 eV Å⁻¹. Its gap between HOMO and LUMO is 7.03 eV. The value obtained for the energy above the lowest of the compared OMol25 structures with the same formula, charge and spin is 0.226 eV.

XYZ file:
```
19
Properties=species:S:1:pos:R:3:forces:R:3:nbo_charge:R:1
C 0.17364 1.62213 0.73883 -0.799 -1.076 -0.725 -0.67
C 1.82259 -0.19281 0.40909 0.412 0.467 0.475 -0.67
C -0.20467 -1.90508 -0.83185 0.846 1.339 -1.695 -0.66
C 0.34552 0.02941 0.85998 1.972 2.196 0.607 -0.08
C -0.67666 -0.76195 0.09002 0.333 -0.982 0.173 0.21
N -1.93399 -0.72699 0.15516 -0.820 0.152 0.057 -0.54
I -0.57492 1.62647 -3.16525 0.068 -0.028 -0.083 -0.02
I -3.17500 1.71026 -2.70863 -0.044 -0.023 0.062 0.03
I 0.32835 -0.58335 3.06558 -0.089 0.266 -1.199 0.06
I -2.98203 0.41086 1.49958 -0.145 -0.027 -0.072 0.27
H 0.72169 2.18951 1.44188 1.011 -0.080 1.292 0.23
H 0.66568 1.98989 -0.23319 -1.578 -0.723 0.968 0.23
H -0.87492 1.89156 1.01256 0.818 0.114 -1.257 0.23
H 2.56818 0.49117 1.01548 -1.682 -0.953 -1.656 0.24
H 2.18989 -1.18861 0.61192 -0.085 -0.395 0.149 0.22
H 1.81433 -0.11197 -0.71642 0.488 0.550 1.114 0.22
H -0.68933 -2.83400 -0.57243 -0.385 -0.043 -0.115 0.24
H 0.88198 -2.05903 -0.72660 -0.545 -0.013 -0.167 0.22
H -0.40032 -1.59748 -1.94570 0.221 -0.741 2.070 0.24
```
Forces are in eV/Å.



Molecular formula: C5H9IN
Method: DFT, wB97M-V/def2-TZVPD

As for the total energy: -548.0510 Ha. For the HOMO energy, the calculation gives -0.5246 hartree. Its largest force on an atom is 4.6 eV Å⁻¹. Its gap between HOMO and LUMO is 9.36 eV. The value obtained for the energy above the lowest of the compared OMol25 structures with the same formula, charge and spin is 1.043 eV. As for the net charge: +1.

XYZ file:
```
16
Properties=species:S:1:pos:R:3:forces:R:3:nbo_charge:R:1
C -0.10576 -1.04399 -0.76911 1.478 1.204 1.426 -0.18
C -0.82962 -0.79800 -1.84083 0.195 1.624 0.713 -0.34
C 0.41836 0.25315 0.05112 -0.205 0.275 -1.010 -0.36
C -0.58206 0.38657 1.21225 1.679 -0.097 -1.784 0.27
C 1.99458 0.26852 0.23811 -1.122 0.441 -0.832 -0.61
N -1.81009 0.73055 0.98268 0.118 -1.408 4.415 -0.68
I 0.02876 -0.14441 3.08783 -0.209 -0.105 0.123 0.39
H 0.32036 -2.00516 -0.39897 -0.584 0.732 -0.607 0.24
H -1.10183 -1.49460 -2.55474 -0.610 -1.560 -1.074 0.23
H 0.27483 1.13977 -0.63470 -0.467 -0.937 0.663 0.25
H 2.38782 1.30743 0.10278 -0.413 -0.896 0.193 0.24
H 2.38019 -0.35575 -0.59113 -0.008 0.353 0.574 0.25
H 2.33074 -0.10932 1.18372 0.172 -0.338 0.412 0.23
H -1.13974 0.23741 -2.06898 0.266 -0.588 0.074 0.19
H -2.39692 0.50938 1.84756 0.181 1.046 -2.048 0.45
H -2.16964 1.11843 0.15241 -0.470 0.255 -1.238 0.45
```
Forces are in eV/Å.



What is the largest force on an atom in the fourth record? 2.4 eV Å⁻¹



What is the largest force on an atom in the second record? 7.4 eV Å⁻¹



Which of these has the highest largest force on an atom? number 2



Among the records above, which one has the lowest largest force on an atom? C5H9FeO5